(1)
Computed, not measured: the ion C4H10NO2 with charge +1 in a non-equilibrium geometry, with the ωB97M-V functional and the def2-TZVPD basis.

Output
- charge = +1
- M (g mol⁻¹) = 104.1
- frontier orbital gap (eV) = 10.55
- HOMO level (eV) = -14.340
- energy relative to the best compared isomer or geometry (same formula, charge and spin) (eV) = 2.314
- F_max (eV/A) = 3.46
- SMILES = C[C@@H]([NH3+])CC(=O)O

CARTESIAN COORDINATES (ANGSTROEM)
C 0.76 0.78 1.35
C 1.00 0.14 -0.10
N 2.51 -0.34 -0.04
C -0.05 -0.96 -0.56
C -1.41 -0.30 -0.34
O -2.52 -0.64 -0.31
O -1.15 1.05 -0.20
H 1.54 1.42 1.80
H -0.05 1.51 1.44
H 0.50 -0.01 2.08
H 1.11 0.81 -0.96
H 2.48 -1.33 -0.21
H 3.19 0.04 -0.72
H 2.85 -0.13 0.95
H 0.09 -1.14 -1.69
H 0.01 -1.89 0.00
H -1.73 1.79 -0.44

---

(2)
Computed, not measured: the ion C4H10NO2 with charge +1 in a non-equilibrium geometry, with the ωB97M-V functional and the def2-TZVPD basis.

Output
- charge = +1
- M (g mol⁻¹) = 104.1
- frontier orbital gap (eV) = 11.33
- HOMO level (eV) = -14.831
- energy relative to the best compared isomer or geometry (same formula, charge and spin) (eV) = 0.505
- F_max (eV/A) = 2.11
- SMILES = [NH3+]CCCC(=O)O

CARTESIAN COORDINATES (ANGSTROEM)
N -2.10 -0.38 0.37
C -1.43 0.96 0.44
C -0.14 0.95 1.28
C 0.94 -0.07 0.86
C 0.96 -0.34 -0.65
O -0.03 -0.64 -1.28
O 2.19 -0.50 -1.09
H -3.09 -0.26 0.58
H -1.79 -1.14 0.99
H -1.99 -0.79 -0.56
H -1.32 1.44 -0.53
H -2.11 1.58 1.02
H 0.29 1.93 1.06
H -0.44 0.87 2.32
H 1.93 0.33 1.04
H 0.86 -1.04 1.35
H 2.16 -0.57 -2.06

---

(3)
Computed, not measured: the ion C4H10NO2 with charge +1 in a non-equilibrium geometry, with the ωB97M-V functional and the def2-TZVPD basis.

Output
- charge = +1
- M (g mol⁻¹) = 104.1
- frontier orbital gap (eV) = 12.38
- HOMO level (eV) = -15.666
- energy relative to the best compared isomer or geometry (same formula, charge and spin) (eV) = 0.586
- F_max (eV/A) = 1.49
- SMILES = CC[NH2+]CC(=O)O

CARTESIAN COORDINATES (ANGSTROEM)
C 2.66 -1.18 -1.30
C 1.55 -0.14 -1.40
N 0.73 -0.14 -0.13
C -0.25 0.95 0.11
C -1.46 0.32 0.79
O -1.77 -0.81 0.58
O -2.10 1.19 1.57
H 2.24 -2.10 -0.87
H 3.03 -1.34 -2.30
H 3.46 -0.84 -0.65
H 0.86 -0.33 -2.22
H 1.87 0.88 -1.55
H 0.23 -1.03 0.02
H 1.40 -0.17 0.65
H 0.18 1.81 0.61
H -0.64 1.22 -0.87
H -2.98 0.83 1.77

---

(4)
Computed, not measured: the ion C4H10NO2 with charge +1 in a non-equilibrium geometry, with the ωB97M-V functional and the def2-TZVPD basis.

Output
- charge = +1
- M (g mol⁻¹) = 104.1
- frontier orbital gap (eV) = 11.42
- HOMO level (eV) = -14.759
- energy relative to the best compared isomer or geometry (same formula, charge and spin) (eV) = 3.539
- F_max (eV/A) = 5.29
- SMILES = C[C@]([NH3+])(O)[C@H]1CO1

CARTESIAN COORDINATES (ANGSTROEM)
C 1.11 1.12 0.97
C 0.15 0.47 0.06
N 0.84 0.04 -1.33
O -0.91 1.14 -0.36
C -0.43 -1.01 0.66
C -1.65 -1.51 0.09
O -0.43 -2.01 -0.36
H 1.58 2.02 0.53
H 0.89 1.63 1.90
H 1.93 0.52 1.31
H 1.86 0.08 -1.22
H 0.32 -0.83 -1.56
H 0.60 0.71 -2.11
H -1.03 2.19 -0.24
H -0.28 -1.34 1.74
H -2.31 -2.22 0.59
H -2.22 -1.00 -0.67

---

(5)
Computed, not measured: the ion C4H10NO2 with charge +2 in a non-equilibrium geometry, with the ωB97M-V functional and the def2-TZVPD basis.

Output
- charge = +2
- M (g mol⁻¹) = 104.1
- frontier orbital gap (alpha / beta) (eV) = 10.89 / 5.85
- HOMO level (alpha / beta) (eV) = -20.697 / -20.696
- spin multiplicity = 2
- energy relative to the best compared isomer or geometry (same formula, charge and spin) (eV) = 1.104
- F_max (eV/A) = 1.69

CARTESIAN COORDINATES (ANGSTROEM)
O 1.63 1.35 2.76
C 1.16 1.45 1.60
C 0.68 0.15 0.97
N -0.17 0.30 -0.26
C -0.19 -0.96 -1.13
C -1.58 -1.20 -1.66
O 1.04 2.53 0.98
H 1.93 2.18 3.20
H 0.17 -0.51 1.68
H 1.60 -0.35 0.63
H 0.07 1.15 -0.78
H -1.14 0.38 0.08
H 0.49 -0.84 -1.96
H 0.13 -1.78 -0.48
H -2.13 -0.29 -1.94
H -1.51 -1.69 -2.63
H -2.20 -1.85 -1.04

---

(6)
Computed, not measured: an isolated molecule of C4H10NO2S in a non-equilibrium geometry, with the ωB97M-V functional and the def2-TZVPD basis.

Output
- charge = 0
- M (g mol⁻¹) = 136.2
- frontier orbital gap (alpha / beta) (eV) = 4.38 / 9.96
- HOMO level (alpha / beta) (eV) = -3.676 / -9.559
- spin multiplicity = 2
- energy relative to the best compared isomer or geometry (same formula, charge and spin) (eV) = 2.239
- F_max (eV/A) = 1.73

CARTESIAN COORDINATES (ANGSTROEM)
O 0.35 1.61 1.79
C 0.66 1.48 0.63
O 0.53 2.52 -0.28
C 1.17 0.25 -0.04
C 0.68 -1.05 0.64
C -0.80 -1.22 0.84
S -1.68 -1.75 -0.72
N 0.73 0.28 -1.52
H 0.30 3.35 0.13
H 2.27 0.17 -0.04
H 1.18 -1.25 1.58
H 1.16 -1.83 0.03
H -1.10 -2.03 1.50
H -1.24 -0.28 1.16
H -1.67 -3.07 -0.56
H -0.27 0.56 -1.60
H 0.79 -0.69 -1.85
H 1.29 0.97 -2.05